(1)
The following is a quantum chemistry calculation of a cluster of 5 separate species, C26H46F5IN4O8S in total in a non-equilibrium geometry, from the OMol25 dataset.

Values from the calculation:
* SMILES string: C#CC1=CC(=O)C(I)=C(S(=O)(=O)C(F)(F)C(F)(F)F)C1=O.COC[C@@H](C)N.COC[C@@H](C)N.COC[C@@H](C)N.COC[C@@H](C)N
* HOMO energy: -0.3344 Ha

```
91
Properties=species:S:1:pos:R:3:forces:R:3:mulliken_charge:R:1
C -2.831886 -1.263426 -6.912074 0.400 -0.185 -0.103 -0.09
C -2.745881 -1.949490 -5.929050 0.792 0.110 0.609 -0.87
C -2.508851 -2.624135 -4.661835 -0.424 0.054 -0.468 1.04
C -3.553892 -2.993430 -3.923010 0.410 -0.483 1.214 -0.53
C -3.317043 -3.682317 -2.602390 0.116 0.261 -1.097 0.29
O -4.248223 -3.964486 -1.903972 0.011 -0.187 0.476 -0.51
C -1.869725 -4.044570 -2.211944 -0.192 -0.578 0.907 -0.58
I -1.736841 -5.218287 -0.430294 -0.299 0.496 -0.882 0.19
C -0.804270 -3.666989 -2.923333 -0.478 0.728 -0.231 0.26
S 0.912653 -4.057788 -2.442653 1.516 -1.512 -2.709 1.38
O 1.121362 -5.477173 -2.454915 -1.304 -0.112 1.438 -0.57
O 1.862646 -3.452257 -3.328916 -0.649 1.549 0.566 -0.65
C 1.205220 -3.318241 -0.754980 0.574 0.326 0.425 0.53
F 0.184096 -2.527782 -0.385153 -0.087 -0.260 -0.084 -0.22
F 1.402032 -4.304417 0.124021 -0.237 0.038 -0.034 -0.21
C 2.483794 -2.409788 -0.688574 -0.988 0.630 0.470 0.55
F 3.598062 -3.057411 -0.915846 0.183 -0.120 -0.345 -0.22
F 2.514403 -1.922961 0.565570 0.178 -0.303 0.186 -0.20
F 2.325198 -1.351918 -1.472144 0.321 -0.161 -0.476 -0.22
C -1.060033 -2.867027 -4.216132 -0.318 0.019 -0.369 0.20
O -0.191685 -2.446428 -4.920149 0.397 -0.018 0.165 -0.50
H -2.740922 -0.693776 -7.818103 -0.323 -0.175 0.308 0.44
H -4.597703 -2.822775 -4.196785 0.419 -0.137 0.021 0.45
C 1.662468 -2.066040 4.574191 -0.266 0.046 0.154 -0.63
O 2.000060 -1.185028 5.630836 0.218 -0.115 -0.157 -0.41
C 3.199884 -0.455875 5.436437 0.113 0.195 0.251 -0.92
C 3.038981 0.817663 4.589539 -0.243 -0.192 -0.169 0.38
C 2.925583 0.542008 3.095137 0.157 0.062 -0.193 -1.51
N 1.881128 1.611212 5.014572 0.072 -0.059 0.204 -0.46
H 2.548792 -2.513432 4.115373 0.021 0.072 -0.039 0.29
H 1.066073 -1.550559 3.817554 0.096 -0.087 -0.152 0.21
H 1.047653 -2.864823 4.990409 0.046 0.027 0.062 0.31
H 3.522129 -0.154566 6.437206 -0.083 -0.016 0.015 0.40
H 3.988343 -1.106186 5.036904 -0.056 -0.014 -0.122 0.43
H 3.938712 1.423005 4.740587 -0.008 -0.029 0.098 0.34
H 1.952418 0.136991 2.815583 -0.001 -0.020 0.084 0.34
H 3.059821 1.465875 2.529163 -0.034 0.003 0.054 0.29
H 3.694926 -0.160981 2.767217 -0.034 -0.013 -0.003 0.36
H 2.000908 1.868725 5.991220 0.038 0.114 -0.053 0.29
H 1.075450 0.989092 5.028222 0.000 0.046 -0.089 0.29
C -6.249774 -2.683751 -6.869942 0.265 0.053 -0.059 -0.83
O -5.698621 -3.804879 -6.198305 -0.270 0.114 0.112 -0.12
C -6.603989 -4.875835 -5.981341 0.056 -0.314 0.182 -0.87
C -6.760567 -5.827273 -7.179796 0.107 0.312 -0.221 0.39
C -7.641819 -5.266233 -8.290415 -0.209 -0.074 -0.067 -1.41
N -5.462468 -6.204772 -7.748438 0.038 0.034 0.277 -0.74
H -7.294757 -2.513748 -6.596065 -0.025 -0.104 -0.040 0.37
H -6.156344 -2.801020 -7.951591 -0.171 0.070 -0.027 0.23
H -5.669298 -1.806935 -6.582830 0.013 -0.046 0.042 0.26
H -6.181741 -5.449570 -5.150816 0.071 0.043 -0.020 0.29
H -7.575539 -4.498625 -5.638247 -0.022 0.066 -0.114 0.45
H -7.245310 -6.735700 -6.809345 0.056 0.024 0.094 0.42
H -7.139266 -4.491066 -8.869403 0.049 -0.002 0.066 0.28
H -7.917269 -6.057542 -8.988726 0.074 0.004 0.025 0.36
H -8.565205 -4.846479 -7.884515 0.028 0.023 -0.004 0.34
H -4.907388 -6.659837 -7.028123 -0.034 -0.129 -0.082 0.27
H -4.951888 -5.344938 -7.937512 -0.042 -0.039 -0.120 0.32
C 7.632495 4.776288 0.100528 0.140 0.241 0.136 -0.63
O 6.581215 5.490289 0.725585 -0.085 -0.213 -0.179 -0.40
C 5.403626 4.736104 0.954622 -0.278 0.147 0.117 -0.88
C 5.428747 3.891960 2.240544 0.384 -0.003 -0.058 0.86
C 6.257100 2.617787 2.115991 -0.095 -0.240 0.002 -1.47
N 5.915278 4.663895 3.388586 -0.147 0.145 -0.116 -0.69
H 7.257915 4.046735 -0.623014 -0.029 -0.048 0.059 0.30
H 8.258611 4.280623 0.845919 0.015 -0.163 -0.107 0.23
H 8.257133 5.497645 -0.427210 -0.073 0.033 0.004 0.26
H 4.601618 5.473215 1.053487 0.066 0.048 0.018 0.36
H 5.158795 4.123636 0.077404 0.104 -0.084 0.013 0.42
H 4.397147 3.588998 2.448388 -0.028 0.099 -0.033 0.04
H 7.329826 2.811819 2.128373 -0.031 0.088 -0.014 0.36
H 6.045558 1.946878 2.950744 0.003 0.069 0.016 0.28
H 6.017536 2.083246 1.193589 0.023 0.019 -0.001 0.37
H 5.307781 5.467799 3.525119 -0.048 -0.080 0.108 0.28
H 6.804999 5.078235 3.120046 0.026 -0.094 0.063 0.31
C 0.514458 4.498119 4.086398 0.152 0.280 0.134 -0.54
O -0.328131 5.634824 3.970365 -0.111 -0.209 -0.176 -0.45
C -1.710638 5.340990 3.900390 -0.180 0.259 -0.056 -0.68
C -2.385445 5.129651 5.266882 0.341 -0.127 0.088 0.34
C -2.094907 3.765632 5.883694 -0.160 -0.174 0.061 -1.36
N -2.011201 6.174146 6.225661 -0.026 0.116 -0.197 -0.74
H 0.130246 3.640816 3.528693 -0.050 -0.022 0.081 0.30
H 0.656649 4.232925 5.134494 -0.003 -0.226 -0.061 0.19
H 1.491238 4.763743 3.680657 -0.042 0.028 -0.029 0.23
H -2.170450 6.215953 3.431009 0.056 0.033 0.031 0.35
H -1.893636 4.492963 3.227699 0.052 -0.096 0.082 0.39
H -3.466576 5.188793 5.106075 0.024 0.072 -0.067 0.41
H -1.082567 3.696193 6.282454 0.013 0.064 -0.064 0.25
H -2.778237 3.573282 6.712327 0.029 0.070 -0.006 0.37
H -2.229906 2.966814 5.150577 0.042 0.016 -0.002 0.34
H -2.286118 7.078144 5.850287 -0.095 -0.015 0.090 0.27
H -0.994761 6.219856 6.241554 -0.030 -0.065 0.084 0.32
```
Forces are in eV/Å.

---

(2)
The following is a quantum chemistry calculation of a structure of composition C26H46N6P2SSc, from the OMol25 dataset.

Values from the calculation:
* HOMO energy: -0.5955 Ha
* energy relative to the best compared isomer or geometry (same formula, charge and spin): 42.0 kJ/mol
* net charge: +3

```
82
Properties=species:S:1:pos:R:3:forces:R:3:mulliken_charge:R:1
Sc -0.987008 -0.209735 1.164347 0.603 -0.101 0.139 -0.94
C -2.797913 -2.236481 2.715710 -0.016 0.139 -0.055 -0.91
C -3.567195 -0.931819 2.786078 0.124 -0.068 -0.069 -0.66
N -3.312709 -0.117418 1.558159 0.192 0.151 0.266 -0.02
C -3.680808 1.305137 1.773670 0.021 -0.009 -0.005 -1.06
C -2.613753 2.002015 2.577796 0.058 -0.118 0.005 0.55
C -2.863256 3.136799 3.313371 -0.029 0.118 0.051 -1.13
C -1.818898 3.705226 4.036722 0.003 0.028 0.005 -0.68
C -0.570650 3.101628 4.029604 -0.036 0.113 0.086 -1.06
C -0.392062 1.951727 3.286001 0.010 -0.117 -0.117 0.50
C 0.928521 1.222877 3.257266 -0.130 0.027 -0.051 -1.20
N 0.845255 -0.108762 2.605211 -0.147 0.003 0.341 0.27
C 0.768650 -1.246111 3.570391 -0.181 0.047 -0.064 -1.12
C -0.669763 -1.633421 3.859789 0.195 0.089 -0.107 -0.51
N -1.338233 -1.975190 2.572153 -0.187 -0.085 0.177 0.09
N -1.390007 1.431405 2.549211 -0.116 0.192 0.166 1.45
H -3.121859 -2.803269 1.841259 0.014 -0.058 -0.005 0.33
H -3.005973 -2.840029 3.599450 0.009 -0.050 0.042 0.49
H -3.252750 -0.347717 3.650833 -0.012 0.036 0.008 0.38
H -4.629573 -1.141861 2.904519 -0.079 0.061 0.000 0.54
H -3.929050 -0.473316 0.834100 0.114 -0.079 -0.181 0.36
H -4.640551 1.396015 2.284579 -0.061 -0.022 0.003 0.58
H -3.788199 1.790068 0.802262 0.000 -0.033 -0.034 0.39
H -3.855879 3.569391 3.331591 0.039 -0.009 0.017 0.60
H -1.987862 4.602247 4.620673 0.012 -0.039 -0.025 0.48
H 0.250396 3.512600 4.604209 -0.042 -0.031 0.007 0.60
H 1.297855 1.126560 4.278156 0.076 0.001 0.061 0.55
H 1.654947 1.835800 2.721901 0.038 -0.022 -0.087 0.46
H 1.711800 -0.226992 2.077128 -0.064 -0.004 -0.089 0.18
H 1.273859 -0.999358 4.502615 0.103 -0.010 0.041 0.43
H 1.290574 -2.094730 3.126907 0.062 -0.002 -0.054 0.45
H -1.197219 -0.806079 4.331359 -0.099 0.030 0.010 0.31
H -0.687557 -2.479665 4.545548 -0.094 -0.056 0.062 0.60
H -0.914943 -2.847363 2.266945 0.077 -0.040 -0.159 0.31
C -2.487594 2.234492 -1.671410 -0.024 -0.019 0.284 -1.59
P -0.998142 1.443123 -0.963502 -0.042 0.051 -0.590 1.95
C 0.132467 2.852086 -0.764690 -0.064 -0.052 0.102 -1.10
C -0.428573 0.465084 -2.397866 -0.009 0.009 0.067 0.31
C 0.067605 1.112314 -3.525225 0.046 0.018 0.005 -1.15
C 0.420562 0.392231 -4.657442 -0.025 -0.039 -0.047 -1.03
C 0.254804 -0.985622 -4.679542 0.044 0.003 0.004 -0.92
C -0.250082 -1.638305 -3.563574 -0.003 -0.017 -0.038 -0.96
C -0.580962 -0.927596 -2.413715 -0.013 -0.004 0.081 0.29
P -1.291982 -1.808342 -0.974952 -0.033 -0.118 -0.719 1.64
C -2.909615 -2.317790 -1.660415 -0.002 0.002 0.348 -1.54
C -0.408889 -3.395877 -0.820018 -0.063 0.051 0.129 -1.44
H -2.211889 2.727630 -2.601875 -0.015 0.037 -0.047 0.50
H -2.891726 2.982988 -0.987673 -0.004 0.006 -0.032 0.51
H -3.254250 1.491410 -1.889194 -0.014 -0.010 -0.017 0.41
H 0.312480 3.350313 -1.715178 0.008 0.052 -0.017 0.61
H 1.072894 2.507500 -0.342767 0.015 -0.005 -0.022 -0.10
H -0.327537 3.571233 -0.083950 -0.004 0.004 -0.008 0.51
H 0.179952 2.190364 -3.536767 -0.017 -0.023 -0.011 0.34
H 0.796471 0.908059 -5.532387 0.003 -0.011 0.038 0.52
H 0.509904 -1.552507 -5.566368 -0.028 0.027 0.024 0.48
H -0.395672 -2.711711 -3.610880 0.031 0.026 0.004 0.39
H -2.738782 -2.898877 -2.565186 -0.037 -0.022 -0.046 0.50
H -3.506122 -1.442966 -1.917066 -0.012 0.014 -0.023 0.42
H -3.461158 -2.934854 -0.947775 -0.003 0.009 -0.045 0.47
H -0.279900 -3.874504 -1.788880 -0.003 -0.047 -0.013 0.51
H -1.007587 -4.065491 -0.197178 0.015 0.006 -0.020 0.51
H 0.565536 -3.245456 -0.356134 -0.021 -0.006 -0.007 0.31
C 4.057857 1.163909 -3.190226 -0.005 0.003 0.010 -1.24
N 3.588856 0.921456 -1.822345 -0.001 -0.139 0.056 0.40
C 3.662547 2.096303 -0.961753 -0.015 -0.042 -0.022 -1.10
C 3.134405 -0.278630 -1.415315 0.022 0.052 -0.328 -0.15
S 1.939177 -0.423633 -0.162316 -0.096 -0.005 0.399 -0.11
N 3.634399 -1.378802 -1.986302 0.005 0.085 -0.001 0.17
C 2.962135 -2.671673 -1.915176 0.021 0.038 0.005 -0.91
C 5.023587 -1.459046 -2.466900 -0.031 -0.030 -0.001 -1.23
H 3.594806 2.086932 -3.541845 -0.006 0.000 0.035 0.38
H 3.750150 0.355525 -3.845256 -0.019 -0.038 0.008 0.41
H 5.139101 1.288978 -3.246423 0.010 -0.019 0.030 0.36
H 4.697868 2.437779 -0.909911 -0.006 -0.012 -0.033 0.39
H 3.328534 1.847749 0.038474 -0.022 -0.020 0.044 0.30
H 3.058535 2.908189 -1.369455 0.007 -0.017 -0.008 0.31
H 1.888470 -2.529523 -1.919459 -0.001 0.030 -0.040 0.02
H 3.257462 -3.219943 -1.018264 0.019 0.012 0.010 0.34
H 3.246795 -3.252844 -2.791317 0.014 0.023 0.006 0.47
H 5.597831 -0.606525 -2.124425 -0.004 0.052 0.036 0.42
H 5.076671 -1.526069 -3.553075 -0.037 0.016 -0.001 0.37
H 5.470402 -2.359276 -2.046577 -0.036 -0.008 0.021 0.44
```
Forces are in eV/Å.

---

(3)
The following is a quantum chemistry calculation of a structure of composition C26H46NO2P2PdS in a non-equilibrium geometry, from the OMol25 dataset.

Values from the calculation:
* ⟨S²⟩: 0.75
* multiplicity: 2
* HOMO energy (spin up / spin down): -0.2513 / -0.2451 Ha
* energy relative to the best compared isomer or geometry (same formula, charge and spin): 44.6 kJ/mol

```
79
Properties=species:S:1:pos:R:3:forces:R:3:mulliken_charge:R:1
Pd 0.352847 -0.646867 -1.429751 -0.819 0.500 0.837 -1.03
O 2.183135 0.474748 -2.188298 -0.529 0.410 0.087 -0.66
N 3.184566 0.171316 -1.395162 0.544 -0.722 -1.313 0.42
C 4.143680 1.097731 -1.288908 0.629 0.650 0.334 -0.22
C 5.396659 0.794723 -0.831964 0.036 0.444 0.094 -0.82
C 5.675909 -0.514407 -0.455408 0.378 0.064 0.127 -0.25
C 4.673198 -1.434949 -0.494606 -0.523 -0.233 0.133 -0.80
C 3.382103 -1.106939 -0.963853 -0.110 -0.341 0.685 0.54
S 2.086516 -2.241006 -0.951689 0.287 -0.191 0.081 -0.50
H 3.829347 2.083400 -1.601217 0.079 -0.069 -0.145 0.47
H 6.139965 1.576235 -0.759353 -0.032 0.001 -0.045 0.42
H 6.665158 -0.791196 -0.110081 -0.066 0.019 -0.007 0.37
H 4.831765 -2.446197 -0.144367 -0.073 -0.002 -0.120 0.45
C -1.689612 -1.943711 -5.595614 0.014 -0.189 -0.022 -1.29
P -0.627454 -1.557427 -4.187180 -0.355 0.075 -0.130 1.02
C 1.058623 -1.800424 -4.745823 0.027 0.003 -0.057 -0.80
C -0.869101 0.237066 -4.081070 0.005 -0.081 -0.117 -1.05
O -0.988428 -2.311289 -2.944770 0.052 0.304 -0.338 -0.60
H -1.446558 -1.306870 -6.448642 -0.007 -0.082 0.026 0.36
H -2.720099 -1.758730 -5.290574 -0.018 -0.029 -0.044 0.36
H -1.587373 -2.992551 -5.877887 -0.020 0.041 0.014 0.37
H 1.250874 -1.223527 -5.653940 0.004 -0.048 0.058 0.34
H 1.217358 -2.861960 -4.936145 0.016 0.005 -0.006 0.35
H 1.731873 -1.478484 -3.951763 0.071 0.026 0.005 0.09
H -0.784920 0.687609 -5.074287 0.011 -0.023 0.089 0.50
H -0.138288 0.707751 -3.424324 0.101 0.097 0.091 0.19
H -1.872617 0.410313 -3.694136 -0.033 0.050 -0.003 0.30
C -2.627458 3.883127 0.342484 0.150 -0.094 0.056 -1.14
C -2.233868 3.226748 1.668631 -0.152 -0.050 -0.114 0.05
C -2.790604 1.803774 1.773965 0.122 0.081 -0.073 -1.52
C -2.462052 0.917820 0.561356 -0.019 0.146 -0.301 0.57
C -2.811408 1.641450 -0.751396 0.069 -0.010 0.106 -0.97
C -2.181158 3.025617 -0.841187 -0.156 -0.016 0.063 -0.15
P -0.792986 0.089197 0.501777 0.342 -0.916 0.134 1.07
C -1.159941 -1.503842 1.380934 -0.235 0.021 -0.032 0.32
C -1.941043 -2.485222 0.495373 0.086 -0.081 0.101 -0.63
C -1.837606 -3.918040 1.073708 0.026 0.134 0.090 -0.78
C -1.516171 -3.914415 2.576817 -0.110 0.020 -0.039 -0.68
C -2.281914 -2.790261 3.272482 0.100 0.008 -0.086 -0.97
C -1.855565 -1.396383 2.744784 0.079 -0.122 0.001 -0.57
C 0.372811 0.921005 1.683614 0.017 0.071 -0.251 0.88
C 1.454880 -0.083025 2.154210 0.055 0.149 0.050 -0.96
C 2.786831 0.608986 2.498606 -0.092 0.049 0.030 -0.39
C 2.535051 1.986454 3.104275 -0.027 -0.043 -0.091 -0.97
C 1.875899 2.909318 2.061664 -0.033 -0.088 0.033 -0.88
C 1.082322 2.107773 1.018614 0.115 -0.039 0.182 -0.23
H -2.198207 4.885088 0.273817 -0.023 0.009 0.016 0.44
H -3.717562 3.991319 0.309287 0.013 0.051 -0.018 0.40
H -2.615663 3.816381 2.504937 0.040 0.018 0.021 0.49
H -1.145971 3.213647 1.757572 -0.041 0.024 0.038 -0.36
H -3.883201 1.872404 1.835432 0.000 -0.026 0.026 0.63
H -2.452539 1.337580 2.700703 -0.031 0.021 -0.002 0.37
H -3.109978 0.037615 0.601698 -0.025 -0.032 0.051 0.61
H -3.902221 1.745985 -0.805823 0.032 -0.017 -0.016 0.62
H -2.498803 1.023150 -1.593960 -0.036 -0.046 -0.040 0.05
H -2.457309 3.504796 -1.783600 0.018 -0.017 0.001 0.48
H -1.092790 2.922115 -0.841994 0.036 0.042 -0.056 -0.04
H -0.165755 -1.934606 1.514471 0.051 -0.004 0.002 0.50
H -1.550030 -2.474960 -0.520600 -0.027 0.043 -0.114 -0.03
H -2.991320 -2.174199 0.437861 0.032 -0.005 0.042 0.46
H -1.065567 -4.470278 0.533357 -0.033 -0.003 0.007 0.27
H -2.782498 -4.443774 0.912664 0.035 -0.008 -0.034 0.45
H -0.440621 -3.787212 2.735376 -0.039 0.003 0.009 0.26
H -1.783442 -4.877106 3.019461 0.044 0.013 -0.023 0.46
H -2.141784 -2.843378 4.354027 -0.048 0.026 -0.011 0.42
H -3.349133 -2.941833 3.081261 0.018 0.017 0.046 0.37
H -1.192080 -0.903847 3.462861 -0.044 -0.005 -0.002 0.33
H -2.749639 -0.775640 2.652311 0.039 0.019 0.035 -0.04
H -0.203476 1.275713 2.544128 0.018 0.015 0.024 0.94
H 1.639225 -0.818988 1.369761 0.000 -0.074 -0.004 -0.39
H 1.093061 -0.621333 3.034006 -0.018 -0.021 -0.036 0.34
H 3.401956 0.715524 1.598007 -0.011 -0.019 0.035 -0.16
H 3.351297 -0.019583 3.189801 0.019 -0.017 -0.033 0.59
H 3.462642 2.426865 3.474380 -0.025 0.012 0.017 0.48
H 1.872899 1.869208 3.968692 0.036 0.021 0.001 0.34
H 2.633389 3.512186 1.553649 -0.010 -0.013 0.009 0.44
H 1.203525 3.607032 2.570156 0.026 0.039 -0.038 0.26
H 1.745701 1.703625 0.249567 -0.026 0.037 -0.043 -0.53
H 0.390746 2.772064 0.506836 -0.028 0.002 -0.083 -0.02
```
Forces are in eV/Å.

---

Results for DFT total energy: -3034.18417 -3187.78557 -2432.33974 (in a.u., following the order of the records).